This record from the Open Molecules 2025 dataset describes 2 unconnected molecules or ions with the total composition C9H18BrP in a non-equilibrium geometry. The level of theory is ωB97M-V with the def2-TZVPD basis set.

Values from the calculation:
Kohn-Sham gap: 9.53 eV
total charge: 0
LUMO: 0.49 eV
total energy: -3269.01534 hartree
HOMO level: -9.04 eV
multiplicity: 1
structure (SMILES): C=C(C)C1CCCCC1.PBr
energy relative to the best compared isomer or geometry (same formula, charge and spin): 0.0000 eV

Cartesian coordinates (Å):
C: -1.76 -0.48 1.56
C: -0.91 -1.11 0.80
C: -0.80 -2.62 0.85
C: -0.13 -0.39 -0.28
C: -0.86 -0.27 -1.58
C: -0.04 0.34 -2.69
C: 0.30 1.74 -2.33
C: 0.96 1.86 -0.95
C: 0.11 1.20 0.13
H: -2.07 0.53 1.28
H: -2.06 -0.95 2.54
H: -0.32 -2.88 -0.16
H: -1.68 -3.14 1.17
H: -0.02 -2.91 1.51
H: 0.84 -0.91 -0.48
H: -1.73 0.36 -1.55
H: -1.20 -1.21 -1.99
H: -0.48 0.44 -3.63
H: 0.88 -0.14 -2.99
H: 0.87 2.26 -3.09
H: -0.67 2.23 -2.37
H: 2.03 1.56 -0.96
H: 0.88 3.01 -0.73
H: 0.51 1.27 1.16
H: -0.88 1.81 0.15
P: 1.85 -0.89 3.13
Br: 3.35 0.68 3.23
H: 2.08 -1.30 4.41
H: 0.94 -0.11 3.86

This record from the Open Molecules 2025 dataset describes a molecular structure, C9H18Cl2N2OTc in a non-equilibrium geometry. The level of theory is ωB97M-V with the def2-TZVPD basis set.

Values from the calculation:
Kohn-Sham gap (alpha / beta): 6.28 / 8.44 eV
total charge: 0
LUMO (alpha / beta): 0.15 / 0.14 eV
total energy: -1539.60103 hartree
HOMO level (alpha / beta): -6.14 / -8.30 eV
multiplicity: 4

Cartesian coordinates (Å):
Tc: 0.00 0.00 0.00
Cl: 0.90 2.01 0.64
Cl: -1.34 -1.63 0.88
C: -1.48 1.49 2.60
H: -1.36 0.49 3.00
H: -1.16 2.32 3.22
C: -0.57 0.24 -1.71
C: -1.99 1.70 1.38
H: -0.05 -0.14 -2.61
C: -2.17 3.04 0.74
H: -2.30 0.85 0.77
C: -2.81 2.96 -0.65
H: -2.79 3.68 1.39
H: -1.19 3.52 0.64
C: -1.85 2.46 -1.74
H: -3.69 2.31 -0.61
H: -3.17 3.96 -0.93
C: -1.87 0.94 -1.98
H: -2.10 2.95 -2.69
H: -0.82 2.77 -1.49
H: -2.68 0.48 -1.39
H: -2.12 0.75 -3.04
C: 3.44 -3.00 0.46
N: 3.53 -1.88 -0.48
C: 2.53 -0.97 -0.65
N: 2.71 0.07 -1.50
O: 1.49 -1.11 -0.03
H: 2.47 -3.02 1.00
H: 4.25 -2.91 1.21
H: 3.56 -3.95 -0.09
H: 4.41 -1.78 -1.00
H: 1.98 0.78 -1.65
H: 3.60 0.17 -2.02

This record from the Open Molecules 2025 dataset describes a gas-phase ion, C9H18Cl2N5 (charge +1) in a non-equilibrium geometry. The level of theory is ωB97M-V with the def2-TZVPD basis set.

Values from the calculation:
Kohn-Sham gap: 7.05 eV
total charge: +1
LUMO: -4.94 eV
total energy: -1547.52212 hartree
HOMO level: -12.00 eV
multiplicity: 1
structure (SMILES): C[C@H](Cl)[C@@H](Cl)c1nn[nH][n+]1CCCCCN

Cartesian coordinates (Å):
C: 2.55 -2.03 -0.70
C: 2.17 -0.67 -1.47
Cl: 2.84 -0.65 -3.19
C: 2.76 0.54 -0.61
Cl: 2.72 2.16 -1.51
C: 2.15 0.66 0.83
N: 2.79 0.09 1.99
N: 2.00 0.43 3.01
N: 0.99 1.15 2.54
N: 0.97 1.35 1.20
C: -0.02 2.13 0.41
C: -0.58 1.40 -0.87
C: -1.31 0.01 -0.57
C: -2.82 0.18 -0.04
C: -3.58 -1.22 -0.18
N: -3.11 -2.13 0.90
H: 2.84 -2.83 -1.45
H: 1.67 -2.41 -0.09
H: 3.38 -1.79 0.02
H: 1.05 -0.67 -1.57
H: 3.87 0.32 -0.48
H: 0.24 1.55 3.12
H: 0.41 3.16 0.22
H: -0.91 2.30 1.11
H: -1.37 2.08 -1.33
H: 0.18 1.21 -1.68
H: -1.40 -0.56 -1.56
H: -0.68 -0.65 0.12
H: -3.28 1.00 -0.70
H: -2.72 0.51 1.04
H: -3.47 -1.66 -1.22
H: -4.69 -0.98 -0.02
H: -2.09 -2.15 0.97
H: -3.54 -1.83 1.78

This record from the Open Molecules 2025 dataset describes 3 unconnected molecules or ions with the total composition C9H18Cl2O4 in a non-equilibrium geometry. The level of theory is ωB97M-V with the def2-TZVPD basis set.

Values from the calculation:
Kohn-Sham gap (alpha / beta): 1.94 / 10.52 eV
total charge: -1
LUMO (alpha / beta): 2.91 / 2.88 eV
total energy: -1575.03388 hartree
HOMO level (alpha / beta): 0.96 / -7.64 eV
multiplicity: 2

Cartesian coordinates (Å):
C: 3.98 0.65 -0.03
Cl: 3.20 1.80 1.14
Cl: 5.15 -0.37 0.83
H: 3.19 0.16 -0.59
H: 4.54 1.23 -0.76
O: 1.01 -0.03 -1.20
C: -0.11 0.15 -1.72
O: -0.82 1.22 -1.69
C: -0.42 2.38 -0.92
C: -1.56 3.34 -0.83
C: -0.78 -0.89 -2.52
H: 0.33 2.95 -1.48
H: -0.04 2.08 0.06
H: -1.41 4.16 -0.13
H: -2.38 2.75 -0.42
H: -1.75 3.71 -1.84
H: -1.76 -1.08 -2.10
H: -0.19 -1.81 -2.48
H: -0.87 -0.62 -3.57
O: 0.24 -2.50 3.15
C: 0.34 -2.17 1.97
O: -0.51 -1.35 1.25
C: -1.60 -0.86 1.92
C: -2.73 -0.78 0.90
C: 1.56 -2.59 1.14
H: -1.34 0.11 2.33
H: -1.91 -1.49 2.75
H: -3.63 -0.62 1.49
H: -2.74 -1.56 0.14
H: -2.58 0.13 0.33
H: 1.82 -1.85 0.39
H: 1.36 -3.54 0.66
H: 2.39 -2.71 1.84